i | {"formula": "C21H27N3O4S", "method": "wB97M-V/def2-TZVPD", "symbols": ["C", "O", "C", "C", "C", "C", "C", "C", "N", "C", "C", "N", "C", "O", "C", "C", "N", "C", "C", "C", "C", "C", "C", "S", "C", "O", "O", "C", "C", "H", "H", "H", "H", "H", "H", "H", "H", "H", "H", "H", "H", "H", "H", "H", "H", "H", "H", "H", "H", "H", "H", "H", "H", "H", "H", "H"], "coordinates": [[-5.19, -3.00, -0.64], [-4.51, -1.79, -0.44], [-5.25, -0.65, -0.19], [-6.64, -0.63, -0.21], [-7.34, 0.53, 0.10], [-6.65, 1.67, 0.45], [-5.26, 1.66, 0.45], [-4.53, 0.52, 0.12], [-3.15, 0.51, 0.17], [-2.36, -0.20, -0.82], [-1.25, 0.71, -1.35], [-0.34, 1.05, -0.27], [0.98, 0.87, -0.46], [1.44, 0.62, -1.57], [1.91, 1.04, 0.75], [2.43, 2.46, 0.86], [2.97, 0.05, 0.69], [4.25, 0.28, 0.15], [4.46, 0.97, -1.04], [5.75, 1.16, -1.50], [6.83, 0.63, -0.81], [6.62, -0.09, 0.35], [5.34, -0.26, 0.84], [2.43, -1.53, 0.58], [2.74, -2.06, -1.12], [3.22, -2.35, 1.44], [1.01, -1.49, 0.82], [-0.98, 1.20, 1.02], [-2.44, 1.57, 0.84], [-5.82, -3.26, 0.21], [-5.80, -2.98, -1.55], [-4.41, -3.75, -0.75], [-7.19, -1.52, -0.45], [-8.42, 0.52, 0.09], [-7.17, 2.57, 0.70], [-4.74, 2.57, 0.70], [-2.99, -0.50, -1.65], [-1.90, -1.09, -0.38], [-0.67, 0.20, -2.12], [-1.67, 1.62, -1.78], [1.36, 0.78, 1.66], [1.61, 3.13, 1.12], [3.19, 2.51, 1.64], [2.87, 2.80, -0.07], [3.62, 1.33, -1.60], [5.91, 1.70, -2.42], [7.84, 0.78, -1.18], [7.45, -0.51, 0.89], [5.15, -0.83, 1.73], [2.33, -1.31, -1.78], [3.81, -2.16, -1.24], [2.24, -3.01, -1.25], [-0.90, 0.26, 1.58], [-0.49, 1.99, 1.59], [-2.50, 2.53, 0.29], [-2.90, 1.72, 1.82]], "gap_ev": 8.15, "homo_ev": -7.534, "total_charge": 0, "lumo_ev": 0.62}

=====

ii | {"formula": "C21H27N3O4S", "method": "wB97M-V/def2-TZVPD", "symbols": ["C", "O", "C", "C", "C", "O", "N", "C", "H", "C", "H", "H", "C", "C", "C", "H", "H", "H", "H", "H", "O", "C", "C", "C", "C", "C", "C", "H", "H", "C", "O", "N", "H", "C", "C", "C", "S", "C", "N", "C", "H", "H", "H", "H", "H", "H", "H", "H", "H", "H", "H", "H", "H", "H", "H", "H"], "coordinates": [[0.63, 3.23, 3.25], [0.88, 2.00, 3.69], [1.64, 1.99, 4.88], [1.97, 0.70, 5.48], [3.21, 0.30, 4.69], [4.27, 0.40, 5.21], [2.79, -0.66, 3.90], [1.69, -0.95, 3.14], [1.12, -1.58, 3.88], [1.61, -1.65, 1.82], [0.72, -1.91, 1.47], [2.17, -2.75, 1.98], [2.58, -0.74, 0.81], [3.94, -0.81, 1.51], [4.11, -1.18, 2.89], [3.93, -2.35, 3.09], [4.82, -0.78, 3.45], [4.07, 0.38, 1.61], [4.76, -1.27, 0.79], [2.62, -1.61, 0.04], [2.16, 0.38, 0.55], [1.01, 0.37, -0.11], [0.60, 1.69, -0.45], [-0.52, 2.00, -1.17], [-0.88, 1.01, -2.14], [-0.72, -0.25, -1.90], [0.30, -0.35, -0.97], [0.75, -1.69, -0.96], [-1.20, -1.03, -2.24], [-2.33, 1.47, -2.88], [-2.22, 2.46, -3.51], [-3.13, 0.62, -3.05], [-3.15, -0.41, -2.59], [-4.33, 0.81, -3.92], [-4.20, -0.29, -4.99], [-4.13, -0.33, -6.40], [-3.88, -1.55, -7.35], [-4.18, -2.56, -5.54], [-4.09, -1.71, -4.66], [-3.83, -4.06, -5.49], [-4.10, -4.23, -4.55], [-4.75, -4.52, -5.93], [-2.91, -4.20, -5.96], [-4.24, 0.94, -6.81], [-4.12, 1.67, -4.33], [-5.37, 0.60, -3.55], [-0.89, 3.20, -1.50], [0.97, 2.70, -0.01], [1.16, -0.07, 2.97], [1.16, -0.01, 5.59], [2.34, 0.72, 6.52], [2.66, 2.61, 4.84], [1.06, 2.57, 5.56], [0.01, 3.13, 2.35], [1.48, 3.80, 2.98], [-0.01, 3.73, 4.00]], "gap_ev": 8.80, "homo_ev": -8.547, "total_charge": 0, "lumo_ev": 0.25}

=====

Which structure is most stable? i, by 1589.4 kJ/mol over the runner-up.

=====

i | {"formula": "C6H6N", "method": "wB97M-V/def2-TZVPD", "symbols": ["C", "C", "C", "C", "C", "C", "N", "H", "H", "H", "H", "H", "H"], "coordinates": [[1.61, 0.92, 0.22], [1.91, -0.36, 0.20], [-2.17, 0.29, 0.21], [0.24, 0.50, -0.91], [-0.25, -1.32, 0.03], [-0.97, -0.05, -0.24], [0.86, -0.89, -0.56], [1.67, 1.99, 0.55], [2.63, -1.00, 0.67], [-2.48, 1.34, 0.19], [-2.98, -0.37, 0.59], [0.25, 0.88, -1.90], [-0.32, -1.94, 0.95]], "gap_ev": [8.21, 6.31], "s2": 2.047, "homo_ev": [-12.434, -14.938], "total_charge": 1, "lumo_ev": [-4.23, -8.63], "multiplicity": 3}

=====

ii | {"formula": "C6H6N", "method": "wB97M-V/def2-TZVPD", "symbols": ["C", "C", "C", "C", "C", "C", "N", "H", "H", "H", "H", "H", "H"], "coordinates": [[-1.66, -0.91, 0.23], [-2.24, 0.30, 0.16], [2.15, -0.12, 0.12], [-0.43, -0.38, -0.47], [0.10, 1.50, 0.03], [0.82, 0.20, 0.12], [-1.04, 0.93, -0.31], [-1.89, -1.90, 0.53], [-3.14, 0.81, 0.47], [2.55, -1.17, -0.09], [2.93, 0.53, 0.34], [-0.47, -0.73, -2.06], [0.26, 2.58, 0.41]], "gap_ev": [7.49, 6.82], "s2": 2.025, "homo_ev": [-12.167, -15.195], "total_charge": 1, "lumo_ev": [-4.67, -8.37], "multiplicity": 3}

=====

Which structure is most stable? i, by 113.9 kJ/mol over the runner-up.

=====

i | {"formula": "C4H16N2O2", "method": "wB97M-V/def2-TZVPD", "symbols": ["C", "C", "C", "N", "C", "N", "H", "H", "H", "H", "H", "H", "H", "H", "H", "H", "H", "H", "O", "H", "H", "O", "H", "H"], "coordinates": [[0.17, -2.55, -0.16], [-0.02, -1.32, 0.70], [-0.73, -0.11, 0.00], [-1.13, 0.94, 0.93], [-1.81, -0.47, -1.00], [-1.51, -0.17, -2.40], [0.58, -2.21, -1.17], [0.91, -3.26, 0.21], [-0.68, -3.20, -0.33], [0.84, -0.84, 1.18], [-0.71, -1.67, 1.50], [0.15, 0.36, -0.58], [-0.45, 1.64, 1.16], [-1.76, 0.55, 1.59], [-1.96, -1.61, -0.79], [-2.81, 0.01, -0.87], [-2.32, -0.07, -2.97], [-0.73, 0.45, -2.44], [3.87, 0.68, -2.95], [3.09, 0.18, -3.21], [3.82, 0.69, -1.98], [0.81, 4.19, 4.77], [1.40, 4.59, 4.13], [1.00, 3.22, 4.69]], "gap_ev": 9.05, "homo_ev": -8.689, "total_charge": 0, "lumo_ev": 0.37}

=====

ii | {"formula": "C4H16N2O2", "method": "wB97M-V/def2-TZVPD", "symbols": ["N", "C", "C", "C", "C", "N", "H", "H", "H", "H", "H", "H", "H", "H", "H", "H", "H", "H", "O", "H", "H", "O", "H", "H"], "coordinates": [[-0.60, -1.61, -0.42], [-0.01, -1.60, 0.97], [1.03, -0.55, 1.26], [0.43, 0.77, 1.79], [-0.90, 1.23, 1.29], [-0.92, 1.78, -0.05], [-1.28, -2.35, -0.48], [0.16, -1.75, -1.05], [0.41, -2.68, 1.18], [-0.86, -1.49, 1.74], [1.77, -0.89, 1.89], [1.61, -0.40, 0.35], [1.10, 1.62, 1.38], [0.68, 0.97, 2.81], [-1.68, 0.42, 1.30], [-1.44, 2.08, 1.81], [-0.14, 2.34, -0.20], [-0.68, 1.07, -0.75], [-2.06, 0.53, -2.43], [-1.84, 1.46, -2.23], [-1.79, -0.07, -1.68], [2.70, -0.59, -1.56], [2.98, -0.49, -0.64], [3.16, 0.25, -2.03]], "gap_ev": 9.93, "homo_ev": -9.473, "total_charge": 0, "lumo_ev": 0.46}

=====

iii | {"formula": "C4H16N2O2", "method": "wB97M-V/def2-TZVPD", "symbols": ["C", "N", "C", "C", "C", "N", "H", "H", "H", "H", "H", "H", "H", "H", "H", "H", "H", "H", "O", "H", "H", "O", "H", "H"], "coordinates": [[0.53, 2.80, 1.01], [-0.52, 1.79, 0.60], [-0.03, 1.04, -0.70], [0.39, 1.77, -1.86], [1.05, -0.06, -0.30], [1.07, -1.05, -1.33], [1.59, 2.35, 1.22], [0.54, 3.52, 0.12], [0.49, 3.60, 1.69], [-1.34, 2.23, 0.42], [-0.98, 0.46, -0.81], [0.41, 1.26, -2.82], [1.38, 2.03, -1.59], [-0.36, 2.59, -2.27], [2.10, 0.50, -0.24], [0.61, -0.51, 0.54], [1.43, -1.95, -1.12], [1.07, -0.86, -2.31], [-1.93, -1.11, 3.01], [-1.72, -1.60, 2.27], [-1.71, -1.71, 3.80], [-1.03, -5.91, 0.21], [-1.73, -6.07, 0.78], [-1.29, -5.14, -0.32]], "gap_ev": 9.00, "homo_ev": -8.520, "total_charge": 0, "lumo_ev": 0.48}

=====

Which structure is most stable? i, by 17.8 kJ/mol over the runner-up.

=====

i | {"formula": "CH5NOS2", "method": "wB97M-V/def2-TZVPD", "symbols": ["N", "C", "O", "H", "H", "H", "S", "S", "H", "H"], "coordinates": [[-0.12, -1.23, 1.14], [-0.92, -0.12, 0.95], [-2.10, -0.12, 0.76], [-0.62, -2.10, 1.05], [0.60, -1.14, 1.82], [-0.30, 0.80, 1.00], [0.20, 0.47, -2.44], [2.03, 0.92, -1.59], [-0.37, 1.69, -2.39], [1.60, 0.83, -0.32]], "gap_ev": 9.90, "homo_ev": -9.605, "total_charge": 0, "lumo_ev": 0.30}

=====

ii | {"formula": "CH5NOS2", "method": "wB97M-V/def2-TZVPD", "symbols": ["N", "C", "O", "H", "H", "H", "S", "S", "H", "H"], "coordinates": [[-1.30, -0.55, -0.18], [-2.21, -1.55, -0.04], [-3.40, -1.40, 0.10], [-1.66, 0.39, -0.19], [-0.35, -0.72, 0.11], [-1.77, -2.55, -0.19], [2.43, 0.89, -0.87], [2.64, 2.84, -0.08], [2.42, 0.23, 0.29], [3.20, 2.41, 1.06]], "gap_ev": 8.92, "homo_ev": -9.066, "total_charge": 0, "lumo_ev": -0.14}

=====

Which structure is most stable? i, by 25.6 kJ/mol over the runner-up.